Version w
# C22H23N3O4

One molecule with the formula C22H23N3O4 (the ωB97M-V functional and the def2-TZVPD basis, OMol25).

Properties
* multiplicity: 1
* frontier orbital gap: 8.752 eV
* charge: 0
* E_LUMO: 0.68 eV

Last column: Löwdin charge in e.
Cartesian coordinates (Å):
C -5.420 -0.225 1.406  -0.083
O -4.095 0.218 1.251  -0.091
C -3.670 0.586 0.005  -0.237
C -4.458 0.547 -1.138  -0.025
C -3.932 0.937 -2.360  -0.084
C -2.622 1.362 -2.453  -0.084
C -1.833 1.403 -1.314  -0.053
C -2.340 1.025 -0.083  -0.139
C -1.501 1.053 1.167  -0.102
N -0.400 1.983 1.077  0.071
C 0.886 1.620 1.224  -0.467
O 1.220 0.494 1.553  0.057
C 1.871 2.748 0.944  -0.071
C 3.302 2.382 1.357  -0.156
N 3.710 1.168 0.690  0.076
C 4.302 1.193 -0.519  -0.478
O 4.882 2.152 -0.978  0.065
C 4.256 -0.145 -1.279  -0.036
N 3.263 -1.068 -0.785  -0.025
C 3.627 -2.093 0.039  -0.057
C 2.732 -2.947 0.573  -0.019
C 1.347 -2.800 0.262  -0.165
C 0.360 -3.654 0.771  -0.026
C -0.961 -3.477 0.431  -0.067
C -1.335 -2.455 -0.440  -0.065
C -0.381 -1.605 -0.950  -0.008
C 0.961 -1.755 -0.597  -0.076
C 1.937 -0.799 -1.108  -0.382
O 1.659 0.186 -1.773  0.072
H -5.529 -0.457 2.464  0.095
H -6.141 0.551 1.130  0.097
H -5.615 -1.128 0.818  0.096
H -5.483 0.214 -1.091  0.101
H -4.557 0.899 -3.239  0.103
H -2.208 1.655 -3.406  0.104
H -0.800 1.710 -1.392  0.110
H -2.139 1.306 2.021  0.131
H -1.065 0.065 1.349  0.130
H -0.619 2.916 0.765  0.149
H 1.552 3.657 1.457  0.121
H 1.857 2.933 -0.134  0.131
H 3.993 3.177 1.070  0.122
H 3.353 2.217 2.436  0.126
H 3.115 0.385 0.940  0.105
H 5.245 -0.605 -1.245  0.135
H 4.019 0.107 -2.318  0.139
H 4.685 -2.173 0.241  0.129
H 3.053 -3.741 1.227  0.110
H 0.652 -4.452 1.437  0.111
H -1.715 -4.137 0.836  0.104
H -2.372 -2.325 -0.711  0.105
H -0.647 -0.808 -1.626  0.104

=====

Version x
# C22H23N3O4

One molecule with the formula C22H23N3O4 (the ωB97M-V functional and the def2-TZVPD basis, OMol25).

Properties
* multiplicity: 1
* frontier orbital gap: 9.012 eV
* charge: 0
* E_LUMO: 0.55 eV

Last column: Löwdin charge in e.
Cartesian coordinates (Å):
C -0.989 -3.744 2.924  -0.078
O -2.082 -3.936 2.057  -0.079
C -2.490 -2.890 1.290  -0.268
C -3.617 -3.116 0.495  0.000
C -4.115 -2.114 -0.314  -0.069
C -3.502 -0.874 -0.358  -0.049
C -2.371 -0.651 0.421  -0.172
C -1.670 0.616 0.370  -0.304
N -2.013 1.639 -0.370  0.156
O -1.074 2.590 -0.119  0.054
C -0.222 2.069 0.765  -0.297
C 0.936 2.819 1.315  -0.195
C 1.091 4.222 0.722  -0.145
C 1.610 4.165 -0.713  -0.150
C 2.899 3.347 -0.767  -0.132
N 2.636 2.011 -0.274  -0.031
C 2.564 0.987 -1.163  -0.399
O 2.909 1.119 -2.321  0.092
C 2.073 -0.338 -0.663  -0.081
C 2.821 -1.140 0.182  -0.031
C 2.402 -2.426 0.483  -0.085
C 1.239 -2.914 -0.083  -0.089
C 0.476 -2.126 -0.928  -0.013
C 0.882 -0.829 -1.220  -0.227
O 0.196 0.040 -2.005  -0.078
C -0.827 -0.458 -2.835  -0.058
C 2.212 1.977 1.098  -0.101
N -0.542 0.858 1.104  0.232
C -1.867 -1.651 1.249  0.028
H -0.078 -3.485 2.374  0.075
H -1.198 -2.964 3.662  0.100
H -0.848 -4.696 3.433  0.095
H -4.085 -4.086 0.535  0.118
H -4.990 -2.303 -0.918  0.106
H -3.878 -0.079 -0.982  0.113
H 0.769 2.892 2.396  0.157
H 1.800 4.778 1.340  0.120
H 0.132 4.743 0.754  0.118
H 0.867 3.697 -1.360  0.118
H 1.795 5.175 -1.081  0.116
H 3.675 3.811 -0.148  0.130
H 3.261 3.254 -1.792  0.122
H 3.749 -0.762 0.587  0.123
H 2.993 -3.047 1.139  0.101
H 0.918 -3.925 0.122  0.107
H -0.429 -2.527 -1.355  0.114
H -1.681 -0.821 -2.255  0.072
H -0.454 -1.257 -3.482  0.104
H -1.142 0.388 -3.444  0.101
H 3.015 2.393 1.719  0.137
H 2.015 0.949 1.406  0.115
H -0.988 -1.428 1.832  0.108

=====

In kcal/mol, relative to the most stable structure: version w 0.0; version x 57.3.

=====

Version w
# C2H13NO4

A 5-piece molecular cluster, C2H13NO4 overall (the ωB97M-V functional and the def2-TZVPD basis, OMol25).

Properties
* multiplicity: 1
* frontier orbital gap: 10.056 eV
* charge: 0
* E_LUMO: 0.39 eV

Last column: Löwdin charge in e.
Cartesian coordinates (Å):
C -0.598 1.013 -1.630  -0.082
N -1.424 0.075 -1.492  -0.067
C -0.961 -1.269 -1.739  -0.157
H 0.486 0.943 -1.752  0.067
H -1.026 2.009 -1.602  0.058
H -1.575 -1.927 -1.124  0.073
H -1.200 -1.600 -2.754  0.081
H 0.111 -1.437 -1.626  0.050
O -1.012 1.434 2.823  -0.053
H -0.889 1.215 3.750  0.036
H -1.272 2.358 2.747  0.037
O 1.527 -1.760 0.611  -0.058
H 0.984 -2.146 -0.077  0.002
H 2.231 -1.166 0.341  0.033
O -1.684 -1.912 1.957  -0.063
H -1.726 -1.011 2.301  0.013
H -1.135 -2.459 2.526  0.033
O 3.381 2.382 -1.180  -0.059
H 2.849 2.943 -1.747  0.029
H 2.930 2.314 -0.335  0.028

=====

Version x
# C2H13NO4

A 5-piece molecular cluster, C2H13NO4 overall (the ωB97M-V functional and the def2-TZVPD basis, OMol25).

Properties
* multiplicity: 1
* frontier orbital gap: 8.614 eV
* charge: 0
* E_LUMO: 0.31 eV

Last column: Löwdin charge in e.
Cartesian coordinates (Å):
C 0.268 2.082 -0.957  -0.039
C 1.097 1.208 -1.537  -0.315
N 2.472 1.206 -1.439  0.052
H 0.597 2.845 -0.270  0.053
H -0.753 2.007 -1.306  0.048
H 0.714 0.462 -2.202  0.101
H 2.950 1.992 -1.039  0.089
H 2.940 0.479 -1.940  0.076
O -3.321 -0.718 -0.614  -0.058
H -2.802 -0.261 0.053  0.014
H -3.695 -1.525 -0.257  0.033
O -0.497 0.447 3.408  -0.081
H -0.090 1.308 3.499  0.020
H -0.347 0.089 2.517  -0.020
O -0.404 -0.417 0.774  -0.068
H -0.567 -1.372 0.823  0.030
H -0.552 -0.087 -0.115  0.006
O 0.505 -2.992 0.425  -0.044
H 0.386 -3.061 -0.529  0.052
H 1.099 -3.692 0.706  0.052

=====

In kcal/mol, relative to the most stable structure: version w 15.4; version x 0.0.

=====

Version w
# C2H13NO4

A 5-piece molecular cluster, C2H13NO4 overall (the ωB97M-V functional and the def2-TZVPD basis, OMol25).

Properties
* multiplicity: 1
* frontier orbital gap: 10.666 eV
* charge: 0
* E_LUMO: 0.62 eV

Last column: Löwdin charge in e.
Cartesian coordinates (Å):
C 0.809 0.314 1.597  -0.091
N -0.321 -0.029 1.111  -0.101
C -0.824 -1.408 1.393  -0.146
H 1.194 1.347 1.744  0.073
H 1.403 -0.407 2.240  0.079
H -0.273 -2.072 2.045  0.048
H -1.043 -1.810 0.352  0.087
H -1.716 -1.225 2.164  0.112
O 1.288 -0.515 -2.354  0.016
H 1.553 -0.161 -1.617  -0.077
H 1.802 -0.093 -3.067  0.074
O -0.285 2.567 -1.798  0.015
H -0.944 2.423 -1.230  -0.082
H -0.831 2.876 -2.486  0.022
O 1.260 -3.406 -0.761  -0.044
H 0.987 -2.644 -1.252  -0.013
H 2.139 -3.083 -0.606  0.023
O -1.990 2.834 0.754  -0.088
H -1.699 2.391 1.535  -0.004
H -2.509 2.103 0.237  0.098

=====

Version x
# C2H13NO4

A 5-piece molecular cluster, C2H13NO4 overall (the ωB97M-V functional and the def2-TZVPD basis, OMol25).

Properties
* multiplicity: 1
* frontier orbital gap: 9.680 eV
* charge: 0
* E_LUMO: 0.69 eV

Last column: Löwdin charge in e.
Cartesian coordinates (Å):
C 0.279 1.006 -1.667  -0.020
C 0.441 -0.254 -1.309  -0.270
N -0.615 -1.135 -0.993  0.020
H -0.713 1.412 -1.804  0.050
H 1.071 1.723 -1.876  0.061
H 1.426 -0.676 -1.153  0.097
H -1.490 -0.884 -1.444  0.080
H -0.368 -2.082 -1.253  0.101
O -2.983 0.459 -0.421  -0.060
H -3.742 1.042 -0.333  0.045
H -2.602 0.376 0.463  0.009
O 3.196 -0.691 0.745  -0.085
H 4.131 -0.539 0.906  0.028
H 2.697 -0.024 1.254  -0.002
O 1.139 1.016 1.573  -0.073
H 0.978 1.323 0.673  0.014
H 0.276 0.637 1.829  0.018
O -1.229 -0.571 1.649  -0.087
H -0.907 -1.127 2.364  0.060
H -0.985 -1.010 0.797  0.014

=====

In kcal/mol, relative to the most stable structure: version w 61.7; version x 0.0.

=====

Version w
# C13H12Cl2N2O3S

A 2-piece molecular cluster, C13H12Cl2N2O3S overall (the ωB97M-V functional and the def2-TZVPD basis, OMol25).

Properties
* multiplicity: 1
* frontier orbital gap: 9.784 eV
* charge: 0
* E_LUMO: 0.32 eV

Last column: Löwdin charge in e.
Cartesian coordinates (Å):
N -2.070 -2.813 -0.229  0.101
C -1.215 -2.001 -0.738  -0.286
C -0.666 -2.240 -2.184  -0.211
O 0.790 -2.321 -2.171  -0.349
S 1.222 -3.154 -0.776  0.982
O 0.949 -4.553 -1.095  -0.355
O 2.886 -3.091 -0.610  -0.244
C 3.317 -1.891 -0.025  -0.282
C 2.865 -0.563 -0.443  0.003
C 3.456 0.587 0.253  -0.040
C 4.432 0.300 1.290  -0.157
N 4.868 -0.919 1.700  0.049
C 4.305 -1.958 1.040  -0.076
H -2.310 -2.480 0.718  0.044
H -0.881 -1.130 -0.104  0.119
H -1.039 -1.405 -2.825  0.128
H -1.095 -3.190 -2.590  0.127
H 2.122 -0.435 -1.257  0.101
H 3.204 1.641 -0.009  0.103
H 4.895 1.188 1.792  0.106
H 4.652 -2.984 1.328  0.128
Cl -2.882 0.371 2.434  0.675
C -2.883 1.740 1.379  -0.691
C -1.893 2.716 1.435  -0.692
Cl -0.579 2.629 2.554  0.676
C -1.945 3.803 0.570  -0.111
C -2.978 3.915 -0.350  -0.082
C -3.963 2.937 -0.409  -0.082
C -3.915 1.853 0.455  -0.111
H -1.179 4.567 0.610  0.106
H -3.014 4.765 -1.021  0.107
H -4.769 3.021 -1.128  0.107
H -4.686 1.094 0.405  0.107

=====

Version x
# C13H12Cl2N2O3S

One molecule with the formula C13H12Cl2N2O3S (the ωB97M-V functional and the def2-TZVPD basis, OMol25).

Properties
* multiplicity: 1
* frontier orbital gap: 9.259 eV
* charge: 0
* E_LUMO: 0.30 eV

Last column: Löwdin charge in e.
Cartesian coordinates (Å):
C 3.454 1.870 -2.981  -0.055
C 2.035 1.731 -3.519  -0.225
O 1.538 0.407 -3.401  -0.073
C 1.180 -0.071 -2.197  -0.285
C 1.084 0.667 -1.020  0.006
C 0.709 0.046 0.155  -0.263
S 0.594 1.067 1.620  0.676
O 1.143 0.377 2.743  -0.270
O 1.057 2.384 1.310  -0.277
N -1.068 1.221 1.842  -0.032
C -1.922 0.197 2.197  -0.370
C -1.540 -0.789 3.114  -0.018
C -2.456 -1.766 3.440  -0.074
C -3.718 -1.723 2.854  -0.667
Cl -4.901 -2.920 3.233  0.672
C -4.008 -0.701 1.964  -0.160
N -3.129 0.229 1.641  0.127
C 0.411 -1.298 0.218  -0.056
C 0.477 -2.044 -0.950  -0.077
C 0.854 -1.439 -2.135  -0.576
Cl 0.944 -2.363 -3.581  0.742
H 4.108 1.156 -3.476  0.083
H 3.819 2.874 -3.175  0.080
H 3.489 1.685 -1.910  0.071
H 1.358 2.442 -3.033  0.121
H 2.023 1.919 -4.596  0.127
H 1.304 1.721 -0.975  0.107
H -1.490 1.901 1.227  0.127
H -0.554 -0.763 3.547  0.099
H -2.208 -2.546 4.143  0.112
H -4.976 -0.623 1.489  0.110
H 0.143 -1.751 1.157  0.108
H 0.245 -3.097 -0.944  0.112

=====

In kcal/mol, relative to the most stable structure: version w 64.0; version x 0.0.

=====

Version w
# C15H18O

A 2-piece molecular cluster, C15H18O overall (the ωB97M-V functional and the def2-TZVPD basis, OMol25).

Properties
* multiplicity: 1
* frontier orbital gap: 9.195 eV
* charge: 0
* E_LUMO: 0.80 eV

Last column: Löwdin charge in e.
Cartesian coordinates (Å):
C -0.848 -2.921 -1.043  -0.085
C -0.166 -1.663 -0.491  -0.207
C 0.695 -1.856 0.734  -0.241
C 1.949 -2.452 0.510  -0.043
C 2.871 -2.605 1.523  -0.021
C 2.542 -2.164 2.810  -0.330
O 3.348 -2.431 3.880  0.044
C 1.411 -1.411 3.039  -0.009
C 0.506 -1.301 1.980  -0.042
H -1.897 -2.751 -0.953  0.056
H -0.582 -3.876 -0.598  0.073
H -0.650 -3.163 -2.085  0.068
H 0.495 -1.142 -1.184  0.110
H -0.934 -0.897 -0.425  0.068
H 2.130 -2.962 -0.421  0.116
H 3.756 -3.220 1.439  0.111
H 4.217 -2.756 3.626  0.102
H 1.173 -0.898 3.957  0.115
H -0.388 -0.706 2.152  0.112
C -3.993 1.960 -1.524  -0.055
C -2.593 2.445 -1.805  -0.279
C -2.375 3.601 -2.574  -0.049
C -1.119 4.189 -2.553  -0.090
C -0.079 3.594 -1.852  -0.102
C -0.237 2.326 -1.336  -0.081
C -1.517 1.779 -1.235  -0.053
H -4.226 0.925 -1.770  0.078
H -4.712 2.682 -1.910  0.070
H -4.132 1.975 -0.437  0.082
H -3.302 3.944 -3.011  0.103
H -1.117 5.204 -2.939  0.102
H 0.891 4.057 -1.959  0.099
H 0.589 1.801 -0.878  0.100
H -1.621 0.858 -0.703  0.077

=====

Version x
# C15H18O

A 2-piece molecular cluster, C15H18O overall (the ωB97M-V functional and the def2-TZVPD basis, OMol25).

Properties
* multiplicity: 1
* frontier orbital gap: 8.563 eV
* charge: 0
* E_LUMO: 0.67 eV

Last column: Löwdin charge in e.
Cartesian coordinates (Å):
C 0.175 -0.395 -3.231  -0.066
C 1.314 0.040 -2.225  -0.194
C 0.743 1.197 -1.466  -0.278
C 0.296 1.051 -0.152  -0.063
C -0.005 2.109 0.668  -0.004
C -0.022 3.436 0.031  -0.341
O -0.343 4.618 0.543  0.014
C 0.102 3.517 -1.368  -0.021
C 0.560 2.425 -2.142  -0.020
H -0.726 -0.283 -2.627  0.076
H 0.497 -1.230 -3.787  0.049
H -0.106 0.440 -3.875  0.061
H 1.704 -0.743 -1.439  0.133
H 2.230 0.269 -2.644  0.068
H 0.176 0.030 0.241  0.096
H -0.552 2.150 1.633  0.111
H -0.715 4.591 1.517  0.173
H -0.109 4.455 -1.909  0.118
H 0.724 2.551 -3.168  0.093
C 0.465 -1.113 3.519  -0.063
C 0.000 -1.743 2.280  -0.332
C 0.792 -2.425 1.398  -0.038
C 0.153 -3.012 0.202  -0.076
C -1.232 -3.007 0.012  -0.104
C -2.018 -2.262 0.931  -0.095
C -1.427 -1.576 2.007  -0.049
H 0.748 -1.738 4.371  0.086
H -0.497 -0.534 3.853  0.100
H 1.249 -0.464 3.319  0.052
H 1.833 -2.518 1.575  0.096
H 0.713 -3.507 -0.569  0.084
H -1.697 -3.387 -0.953  0.121
H -3.078 -2.138 0.773  0.090
H -1.948 -0.806 2.681  0.120

=====

In kcal/mol, relative to the most stable structure: version w 0.0; version x 33.2.

=====

Version w
# C2H7O4P

One molecule with the formula C2H7O4P (the ωB97M-V functional and the def2-TZVPD basis, OMol25).

Properties
* multiplicity: 1
* frontier orbital gap: 7.832 eV
* charge: 0
* E_LUMO: 0.37 eV

Last column: Löwdin charge in e.
Cartesian coordinates (Å):
C 1.793 0.795 -0.034  -0.157
C 0.803 -0.305 -0.521  -0.420
O 0.913 -1.600 0.057  -0.104
P -0.967 0.008 -0.079  0.691
O -1.803 1.292 -0.619  -0.118
O -1.570 -1.207 -0.866  -0.107
O -1.674 -0.263 1.430  -0.191
H 2.855 0.455 -0.312  0.086
H 1.731 0.827 1.062  0.051
H 1.539 1.798 -0.552  0.086
H 1.147 -1.687 0.919  0.033
H -1.141 1.762 -1.112  0.059
H -1.001 -1.886 -0.709  0.007
H -2.625 0.012 1.337  0.083

=====

Version x
# C2H7O4P

One molecule with the formula C2H7O4P (the ωB97M-V functional and the def2-TZVPD basis, OMol25).

Properties
* multiplicity: 1
* frontier orbital gap: 7.681 eV
* charge: 0
* E_LUMO: 0.43 eV

Last column: Löwdin charge in e.
Cartesian coordinates (Å):
C 1.829 0.651 -0.414  -0.126
C 0.832 -0.137 0.459  -0.410
O 1.047 -1.479 0.367  -0.138
P -1.053 0.072 -0.012  0.658
O -1.767 -1.305 0.254  -0.150
O -2.072 0.665 -1.127  -0.200
O -1.532 0.978 1.266  -0.161
H 1.652 0.121 -1.362  0.068
H 2.913 0.665 -0.234  0.081
H 1.388 1.602 -0.496  0.045
H 1.764 -1.723 -0.278  0.117
H -0.984 -1.866 0.505  0.085
H -3.036 0.521 -0.880  0.104
H -0.981 1.235 1.952  0.028

=====

In kcal/mol, relative to the most stable structure: version w 4.4; version x 0.0.